[1]
25
Properties=species:S:1:pos:R:3:forces:R:3 method="wB97M-V/def2-TZVPD" charge=+1 relative_energy_kj_mol=303.62 e_lumo_ev=-3.289 multiplicity=1 e_homo_ev=-13.228
C 2.7564 -1.0065 -1.3074 2.06 -1.11 -0.17
N 1.9649 -1.3288 -0.1923 -1.32 -2.02 2.16
C 1.2955 -0.3980 0.4426 0.89 -0.43 -2.81
C 0.2309 -0.7947 1.3016 -2.01 3.02 2.07
C -1.0614 -0.0272 0.7426 -1.57 -1.71 1.54
C -1.9968 -1.0776 0.1825 1.83 -3.16 4.07
N -0.7061 0.9279 -0.2345 0.63 2.25 0.51
C -1.8067 1.6792 -0.8410 0.41 1.49 2.68
C 0.3629 1.7379 0.2404 0.61 -0.08 1.11
O 1.4718 0.8385 -0.0083 1.29 -1.04 1.26
H 2.1834 -0.9983 -2.1889 -0.56 -0.90 -1.42
H 2.9220 -0.0020 -1.1787 1.23 2.31 0.08
H 3.7341 -1.5387 -1.3183 -1.00 0.18 -0.28
H 1.7508 -2.3276 0.1085 0.62 1.92 -0.70
H -0.0669 -1.8248 1.4681 0.85 -0.11 -0.19
H 0.3987 -0.2471 2.2629 0.04 -0.85 -0.33
H -1.6220 0.3255 1.6970 0.91 0.36 -1.46
H -2.1534 -1.8147 1.1331 0.00 1.56 -2.10
H -1.5689 -1.7607 -0.5261 0.20 0.12 -0.89
H -2.9366 -0.7454 -0.0309 -2.41 0.99 -1.00
H -1.6008 2.7590 -1.0505 0.46 -1.09 -0.09
H -2.0499 1.1577 -1.7030 -1.39 -0.65 -1.46
H -2.4963 1.7487 0.0087 -1.12 -0.11 -0.94
H 0.5122 2.0780 1.3352 -1.00 -0.77 -1.21
H 0.4821 2.6397 -0.3434 0.34 -0.16 -0.42

---

[2]
12
Properties=species:S:1:pos:R:3:forces:R:3 method="wB97M-V/def2-TZVPD" relative_energy_kj_mol=444.54 e_lumo_ev="-1.582 / -1.582" multiplicity=1 e_homo_ev="-9.097 / -9.097"
N -2.2245 -0.5147 1.6570 0.52 0.56 -0.59
C -1.5825 0.0005 0.8426 -0.56 -0.41 0.77
C -0.8624 0.6592 -0.2007 0.13 -0.84 -0.31
C 0.5195 1.1311 -0.0274 -0.28 0.28 0.31
N 1.5596 0.1820 0.1611 0.00 -0.18 0.14
C 1.1920 -1.0180 -0.1805 0.08 0.35 0.05
N -0.0575 -1.3887 -0.4645 0.03 0.49 0.03
H -1.4989 1.3826 -0.7404 0.11 -0.92 -0.42
H 0.8155 1.9204 -0.7321 -0.21 -0.31 -0.02
H 0.2381 1.6832 0.8984 0.79 0.19 0.30
H 1.9970 -1.7642 -0.2294 -0.27 0.10 0.00
H -0.0959 -2.2735 -0.9840 -0.33 0.68 -0.24

---

[3]
20
Properties=species:S:1:pos:R:3:forces:R:3 method="wB97M-V/def2-TZVPD" relative_energy_kj_mol=330.30 e_lumo_ev=0.714 multiplicity=1 e_homo_ev=-9.268
C -1.3176 -0.5514 -2.0906 1.03 -3.40 -3.51
C -0.7187 -1.3481 -0.9643 2.40 -0.14 -0.51
N 0.4236 -0.5980 -0.3885 1.47 -0.63 1.30
C 0.3997 0.0225 0.8567 3.56 0.18 0.43
O 1.5199 0.3825 1.3529 -2.45 -1.15 -1.97
C -0.7814 0.3231 1.7990 5.26 -1.59 2.87
N -0.3678 1.4700 2.6020 2.03 1.74 2.21
H -2.3482 -0.7621 -2.1062 -1.46 -0.85 -0.71
H -1.3498 0.3325 -1.6410 0.40 4.59 0.83
H -0.8808 -0.6068 -3.1983 -0.68 0.30 2.72
H -0.2940 -2.3593 -1.1755 -1.03 0.59 0.09
H -1.4856 -1.3085 -0.2404 -0.73 -0.82 1.14
H 1.4220 -0.9699 -0.5809 -2.32 1.07 0.31
H -1.7385 0.4014 1.5429 -3.74 0.40 -2.01
H -0.7510 -0.5264 2.6148 -0.20 0.84 -2.06
H 0.6084 1.9760 2.4132 -2.98 -1.91 -0.56
H -0.0969 1.0478 3.5110 -0.52 0.83 -0.64
O 2.8622 0.9475 -1.6774 2.99 0.23 1.16
H 1.9726 0.9159 -1.8913 -2.76 0.01 -0.45
H 2.9216 1.2115 -0.7380 -0.27 -0.29 -0.63

---

[4]
8
Properties=species:S:1:pos:R:3:forces:R:3 method="wB97M-V/def2-TZVPD" relative_energy_kj_mol=277.38 e_lumo_ev=-0.351 multiplicity=1 e_homo_ev=-8.713
C -0.3439 -0.0213 1.0567 -1.16 -0.04 -1.40
C -0.5722 0.6181 -0.3081 -0.17 0.10 0.99
N 0.9686 -2.0620 0.0329 2.62 -0.42 -4.17
N 1.5167 -1.9954 -0.9459 -2.26 -0.18 3.96
Cl -0.0347 1.1566 2.1999 0.13 0.59 0.33
H -0.8327 1.6735 -0.3022 -0.01 0.18 0.06
H -1.1457 0.1007 -1.0848 -0.09 -0.42 0.68
H 0.4439 0.5297 -0.6485 0.94 0.19 -0.46